Entry 1:
The following is a DFT calculation (ωB97M-V/def2-TZVPD) of a cluster of 2 separate species, C4H7ClS in total in a non-equilibrium geometry.

As for the largest force on an atom: 0.0804 hartree/bohr. The HOMO-LUMO gap (alpha / beta) is 8.31 / 8.31 eV. The value obtained for the HOMO energy (alpha / beta) is -8.674 / -8.675 eV. The energy above the lowest of the compared OMol25 structures with the same formula, charge and spin is 85.8 kcal/mol.

ORCA input file:
```
! wB97M-V def2-TZVPD RIJCOSX def2/J DEFGRID3
* xyz 0 1
C -0.0661 0.2922 1.2339
C 0.3769 -0.8072 0.3484
C -0.7251 0.0535 -0.1115
C -0.4947 0.9661 -1.2900
S 1.9297 -0.9154 -0.4382
Cl -2.3711 -0.5706 -0.0542
H -0.6418 0.0474 2.1121
H 0.5892 1.1448 1.3598
H 0.0693 -2.6430 0.9194
H -0.6252 0.4053 -2.2159
H 0.5228 1.3510 -1.2654
H -1.1958 1.7974 -1.2776
H 2.6320 -1.1213 0.6793
*
```



Entry 2:
The following is a DFT calculation (ωB97M-V/def2-TZVPD) of a structure of composition C4H7CrO in a non-equilibrium geometry.

As for the largest force on an atom: 0.0918 hartree/bohr. The HOMO-LUMO gap (alpha / beta) is 6.58 / 8.13 eV. The value obtained for the HOMO energy (alpha / beta) is -6.841 / -8.228 eV. Its expectation value of S² is 8.777. The energy above the lowest of the compared OMol25 structures with the same formula, charge and spin is 35.4 kcal/mol.

ORCA input file:
```
! wB97M-V def2-TZVPD RIJCOSX def2/J DEFGRID3
* xyz 0 6
C -1.3459 -0.2009 0.7986
C -0.2653 0.5388 0.0373
C 1.0556 -0.1100 -0.1318
O 2.0368 0.5494 -0.7171
Cr 3.8255 0.4117 -0.1591
H -1.0971 -1.1865 1.1964
H -0.2399 1.6263 0.1383
H -1.9928 0.3990 1.4382
H 0.9671 -1.1560 -0.4942
C -1.4619 -0.0507 -0.6814
H -1.2872 -0.9306 -1.3033
H -2.1904 0.6560 -1.0793
H 1.9956 -0.5464 0.9573
*
```



Entry 3:
The following is a DFT calculation (ωB97M-V/def2-TZVPD) of a structure of composition C4H7CuO3 in a non-equilibrium geometry.

As for the largest force on an atom: 0.0762 hartree/bohr. The HOMO-LUMO gap is 7.54 eV. The value obtained for the HOMO energy is -8.210 eV. The energy above the lowest of the compared OMol25 structures with the same formula, charge and spin is 0.0 kcal/mol.

ORCA input file:
```
! wB97M-V def2-TZVPD RIJCOSX def2/J DEFGRID3
* xyz 0 1
H 1.0748 -1.6955 0.1259
O -0.1636 0.5399 0.5258
C 1.1221 0.4339 0.1993
O 1.7426 1.4854 0.0971
Cu 3.6937 0.9940 -0.5314
O 2.7041 -0.8491 -0.7459
C 1.8885 -0.9549 0.3322
H 2.1310 -1.3237 1.3572
C -1.1906 -0.1931 -0.1671
H -0.8783 -0.3525 -1.2085
H -1.3202 -1.1743 0.3109
C -2.4585 0.6230 -0.0885
H -2.5609 1.0837 0.9033
H -2.4606 1.4139 -0.8506
H -3.3240 -0.0307 -0.2597
*
```